1.
54
Properties=species:S:1:pos:R:3 method="wB97M-V/def2-TZVPD" orbital_gap_ev=5.898 multiplicity=1 total_charge=+1
S 6.85 -2.74 1.30
S 5.26 -2.56 0.06
Cl 4.38 -0.87 0.63
I 3.73 -4.27 0.69
H 7.74 -2.73 0.29
C 0.71 -0.02 0.06
N -0.41 -0.67 -0.66
O -0.15 -1.61 -1.39
O -1.52 -0.22 -0.48
H 1.63 -0.53 -0.21
H 0.75 1.03 -0.24
H 0.51 -0.10 1.12
C -1.59 -1.39 -4.16
N -2.68 -1.94 -5.01
O -3.51 -1.16 -5.44
O -2.68 -3.13 -5.20
H -1.72 -0.32 -4.07
H -1.65 -1.87 -3.19
H -0.65 -1.64 -4.64
C -4.21 2.30 -3.56
N -2.89 2.48 -2.90
O -2.81 3.16 -1.91
O -1.94 1.92 -3.43
H -4.94 2.86 -2.99
H -4.11 2.68 -4.57
H -4.43 1.23 -3.57
C 1.25 2.98 3.74
N 1.83 2.06 2.73
O 2.45 1.08 3.13
O 1.66 2.33 1.56
H 1.49 2.61 4.73
H 1.68 3.96 3.57
H 0.18 3.01 3.58
C 1.63 -6.72 3.48
N 2.39 -7.55 2.50
O 3.02 -8.48 2.93
O 2.30 -7.24 1.32
H 1.80 -7.13 4.47
H 1.99 -5.70 3.41
H 0.58 -6.77 3.21
C -0.07 0.05 6.21
N -0.22 1.29 7.02
O -0.32 1.17 8.22
O -0.23 2.34 6.41
H -0.08 -0.80 6.88
H -0.91 0.01 5.52
H 0.87 0.12 5.67
C -1.29 5.55 -4.95
N -2.54 5.13 -5.64
O -2.47 4.79 -6.79
O -3.56 5.15 -4.97
H -0.48 5.48 -5.66
H -1.44 6.57 -4.61
H -1.14 4.88 -4.10



2.
10
Properties=species:S:1:pos:R:3 method="wB97M-V/def2-TZVPD" orbital_gap_ev=7.902 multiplicity=1 smiles="N#CC(=O)S/C=N/S" e_above_lowest_kcal_mol=62.00
C 0.86 -0.10 0.05
C -1.77 0.65 -0.04
C -3.07 -0.09 -0.31
H 4.22 -0.87 0.51
H 0.71 1.07 0.28
N 1.93 -0.82 -0.01
N -3.96 -0.90 -0.19
O -1.52 1.82 -0.01
S 3.28 0.14 -0.26
S -0.69 -0.89 -0.02



3.
53
Properties=species:S:1:pos:R:3 method="wB97M-V/def2-TZVPD" orbital_gap_ev=10.218 multiplicity=1 smiles="O=C1OC[C@@H](F)O1.C[N+](=O)[O-].C[N+](=O)[O-].C[N+](=O)[O-].C[N+](=O)[O-].C[N+](=O)[O-].ClCCCl"
C -1.43 -1.74 3.80
N -1.56 -2.79 4.84
O -0.77 -2.73 5.76
O -2.44 -3.62 4.72
H -2.03 -1.94 2.92
H -0.38 -1.67 3.53
H -1.82 -0.82 4.24
C 2.30 4.41 0.65
N 1.45 4.66 1.84
O 1.31 5.81 2.18
O 0.96 3.69 2.39
H 2.57 5.37 0.22
H 1.73 3.87 -0.10
H 3.16 3.84 0.97
C 3.35 -3.02 -2.71
N 3.30 -1.54 -2.52
O 2.55 -0.88 -3.20
O 4.05 -1.09 -1.68
H 3.08 -3.46 -1.75
H 4.36 -3.26 -3.02
H 2.59 -3.31 -3.43
C 1.18 0.48 -0.46
N 0.27 -0.66 -0.18
O 0.48 -1.33 0.81
O -0.67 -0.82 -0.93
H 2.13 0.06 -0.79
H 1.31 1.06 0.45
H 0.66 1.05 -1.22
C 0.73 2.58 -4.16
N 0.29 3.81 -4.90
O -0.90 4.05 -4.90
O 1.15 4.51 -5.40
H 0.00 1.82 -4.42
H 0.64 2.79 -3.10
H 1.71 2.30 -4.51
C -3.74 1.28 2.92
C -3.67 1.32 1.39
O -2.30 1.34 1.11
C -1.58 1.31 2.27
O -0.41 1.16 2.34
O -2.39 1.49 3.33
F -4.21 2.50 0.95
H -4.09 0.30 3.27
H -4.41 2.03 3.33
H -4.14 0.52 0.83
Cl -0.52 -5.98 0.37
C 0.01 -4.51 -0.48
C -1.04 -3.92 -1.40
Cl -1.55 -5.10 -2.64
H 0.90 -4.79 -1.05
H 0.27 -3.78 0.28
H -0.58 -3.10 -1.93
H -1.89 -3.56 -0.84



4.
15
Properties=species:S:1:pos:R:3 method="wB97M-V/def2-TZVPD" orbital_gap_ev=8.998 multiplicity=1 e_above_lowest_kcal_mol=87.96
C -2.21 0.25 0.08
N -1.21 -0.82 0.22
C 0.22 -0.42 0.47
N 0.50 -0.70 1.66
C 1.04 0.08 -0.68
O 0.60 0.03 -1.81
C 2.41 0.58 -0.32
H -2.09 0.78 -0.87
H -2.07 0.94 0.91
H -3.21 -0.18 0.13
H -1.31 -1.53 -0.51
H -0.89 -1.15 1.38
H 2.89 -0.10 0.39
H 3.02 0.71 -1.22
H 2.31 1.54 0.19



5.
18
Properties=species:S:1:pos:R:3 method="wB97M-V/def2-TZVPD" orbital_gap_ev=6.729 multiplicity=1 total_charge=+1 e_above_lowest_kcal_mol=92.64
C -0.48 1.10 -0.02
C 1.01 1.68 -0.36
C -0.56 -0.41 -0.10
C 2.55 -0.55 0.03
N -1.53 -1.12 0.96
O 3.36 -1.43 0.66
O 2.30 -1.00 -1.19
S 2.32 1.03 0.62
H -0.56 1.63 0.97
H -1.24 1.49 -0.68
H 1.04 1.52 -1.49
H 0.82 2.77 -0.23
H -1.03 -0.78 -0.96
H -1.22 -1.01 1.97
H -1.39 -2.10 0.77
H -2.51 -0.74 0.98
H 3.70 -2.08 0.02
H 2.07 -0.22 -1.69



6.
15
Properties=species:S:1:pos:R:3 method="wB97M-V/def2-TZVPD" orbital_gap_ev=9.684 multiplicity=1 smiles="C[C@H]1C(=O)C1=C=N.O" e_above_lowest_kcal_mol=88.57
C -1.22 -1.15 0.43
C -0.13 -0.49 0.68
C 0.51 0.66 1.39
C 1.38 -0.29 0.75
C 1.94 0.27 -0.64
N -2.26 -1.76 0.17
O -1.90 0.99 -1.74
O 0.27 1.63 2.00
H 2.09 -0.89 1.29
H 2.46 -0.56 -1.14
H 2.70 1.00 -0.47
H 1.12 0.68 -1.11
H -1.53 0.98 -0.81
H -2.56 -2.39 0.89
H -2.85 1.31 -1.70



7.
73
Properties=species:S:1:pos:R:3 method="wB97M-V/def2-TZVPD" orbital_gap_ev=9.692 multiplicity=1 smiles="CCC(=O)OCC(=O)[C@]1(OC(=O)CC)[C@@H](C)C[C@@H]2[C@@H]3CCC4=CC(=O)C=C[C@]4(C)[C@@]3(Cl)[C@H](O)C[C@@]21C" e_above_lowest_kcal_mol=5.15
C -6.29 -4.65 -0.60
C -5.00 -3.84 -0.67
C -5.16 -2.48 -0.03
O -6.02 -2.16 0.74
O -4.17 -1.66 -0.44
C -4.09 -0.37 0.16
H -4.86 -0.29 0.94
C -2.71 -0.27 0.82
O -2.48 -0.90 1.81
C -1.62 0.45 0.01
C -1.27 -0.28 -1.32
C -2.23 -0.05 -2.48
H -1.78 -0.44 -3.38
H -2.43 1.01 -2.62
H -3.17 -0.57 -2.32
H -1.25 -1.35 -1.10
C 0.15 0.23 -1.66
H 0.80 -0.61 -1.88
H 0.11 0.86 -2.54
C 0.65 1.03 -0.45
H 0.44 2.09 -0.65
C -0.24 0.60 0.72
C -0.30 1.62 1.85
H 0.67 1.71 2.35
H -0.56 2.61 1.48
H -1.03 1.32 2.59
C 0.28 -0.75 1.25
C 1.75 -0.72 1.67
O 2.08 -1.95 2.26
H 1.93 -2.65 1.61
H 1.91 0.01 2.46
C 2.67 -0.34 0.48
C 2.16 0.96 -0.15
C 2.97 1.36 -1.38
C 4.44 1.52 -1.01
C 4.93 0.25 -0.39
C 5.92 -0.45 -0.94
C 6.41 -1.73 -0.42
O 7.32 -2.35 -0.95
C 5.72 -2.20 0.79
C 4.73 -1.52 1.35
C 4.19 -0.21 0.85
C 4.44 0.79 2.00
H 5.52 0.92 2.11
H 4.00 1.76 1.81
H 4.04 0.40 2.93
H 4.26 -1.89 2.25
H 6.08 -3.13 1.21
H 6.41 -0.09 -1.83
H 5.03 1.75 -1.90
H 4.55 2.35 -0.31
H 2.88 0.59 -2.15
H 2.58 2.29 -1.79
H 2.33 1.73 0.61
Cl 2.62 -1.72 -0.70
H 0.16 -1.52 0.50
H -0.30 -1.04 2.13
O -2.08 1.77 -0.35
C -2.90 2.37 0.49
O -3.36 1.81 1.47
C -3.24 3.78 0.10
C -2.19 4.46 -0.78
H -1.25 4.53 -0.25
H -2.52 5.46 -1.04
H -2.03 3.90 -1.69
H -3.42 4.35 1.01
H -4.20 3.73 -0.44
H -4.26 0.38 -0.61
H -4.20 -4.35 -0.12
H -4.66 -3.71 -1.69
H -6.13 -5.65 -0.98
H -7.07 -4.17 -1.19
H -6.63 -4.71 0.43



8.
16
Properties=species:S:1:pos:R:3 method="wB97M-V/def2-TZVPD" orbital_gap_ev=10.531 multiplicity=1 smiles="[H]/N=C/CO.CC=O" e_above_lowest_kcal_mol=77.92
C -0.42 1.07 -1.26
C 0.03 0.10 1.04
C -0.85 -1.10 0.76
O -0.58 -2.03 1.79
N 1.29 -0.05 0.93
C 0.91 0.28 -1.27
O 1.03 -0.85 -1.68
H -0.33 2.06 -0.80
H -1.36 0.61 -0.90
H -0.53 1.19 -2.33
H -0.44 1.03 1.38
H -1.91 -0.86 0.79
H -0.63 -1.52 -0.23
H 0.37 -2.19 1.71
H 1.81 0.80 1.13
H 1.77 0.96 -1.10



| no. | LUMO level (eV) | HOMO (Eh) | DFT total energy (hartree) |
| --- | --- | --- | --- |
| 1 | -6.343 | -0.4499 | -3269.85335 |
| 2 | -1.174 | -0.3335 | -1096.53019 |
| 3 | -0.596 | -0.3974 | -2665.91772 |
| 4 | 0.533 | -0.3111 | -341.86347 |
| 5 | -4.036 | -0.3956 | -761.44582 |
| 6 | 0.286 | -0.3454 | -399.82442 |
| 7 | 0.323 | -0.3443 | -2076.06555 |
| 8 | 0.785 | -0.3582 | -362.96135 |